Entry 1:
DFT (wB97M-V/def2-TZVPD) results for a structure of composition C22H30Cl36F5OP at a distorted geometry.

The geometry in XYZ format:
```
95
Properties=species:S:1:pos:R:3
C -0.869 2.742 -1.064
C -2.382 2.399 -0.990
C -2.783 1.158 -1.797
C -2.405 -0.231 -1.228
C -0.974 -0.671 -1.571
P -2.801 -0.350 0.591
C -1.474 -1.333 1.402
C -0.349 -0.335 1.750
C 1.029 -0.953 1.719
O -0.634 0.256 3.012
C -4.334 -1.464 0.665
F -4.145 -2.522 1.493
F -4.694 -1.949 -0.562
C -5.593 -0.697 1.189
F -6.159 -0.032 0.172
F -6.484 -1.532 1.723
F -5.268 0.203 2.131
H -0.383 2.755 -0.089
H -0.745 3.729 -1.509
H -0.379 2.047 -1.743
H -2.906 3.237 -1.457
H -2.734 2.352 0.039
H -2.330 1.254 -2.788
H -3.871 1.169 -1.898
H -3.051 -0.950 -1.737
H -0.211 0.011 -1.197
H -0.755 -1.652 -1.148
H -0.873 -0.774 -2.653
H -1.126 -2.183 0.811
H -1.877 -1.724 2.336
H -0.371 0.462 0.994
H 1.129 -1.807 2.384
H 1.745 -0.179 1.987
H 1.262 -1.237 0.690
H -1.074 1.093 2.828
C 0.974 -5.077 3.405
Cl -0.629 -4.573 2.868
Cl 1.238 -6.787 3.068
Cl 2.231 -4.092 2.654
H 1.027 -4.935 4.476
C 3.448 2.666 1.866
Cl 2.837 1.683 0.533
Cl 2.392 2.519 3.272
Cl 5.104 2.215 2.264
H 3.446 3.701 1.549
C 4.773 -2.617 -0.422
Cl 3.463 -1.737 -1.215
Cl 4.616 -2.542 1.331
Cl 4.826 -4.279 -0.994
H 5.706 -2.137 -0.681
C 8.688 3.866 0.752
Cl 8.658 2.143 1.133
Cl 7.172 4.375 0.007
Cl 9.029 4.821 2.195
H 9.483 4.037 0.040
C -2.675 -1.133 -4.978
Cl -1.709 0.226 -5.562
Cl -3.249 -2.118 -6.323
Cl -1.755 -2.110 -3.832
H -3.537 -0.733 -4.463
C 0.619 -6.095 -2.086
Cl 0.001 -4.486 -1.720
Cl 2.271 -6.267 -1.500
Cl -0.444 -7.352 -1.446
H 0.642 -6.206 -3.162
C -3.030 3.220 4.896
Cl -2.500 4.546 5.928
Cl -2.179 3.258 3.347
Cl -2.805 1.664 5.689
H -4.085 3.349 4.696
C 8.782 -5.015 -0.918
Cl 8.171 -3.405 -0.513
Cl 10.461 -5.181 -0.406
Cl 7.786 -6.280 -0.205
H 8.747 -5.122 -1.994
C -1.904 3.920 -5.399
Cl -2.921 2.574 -5.926
Cl -2.845 5.092 -4.479
Cl -0.540 3.337 -4.447
H -1.505 4.417 -6.277
C 0.341 7.495 -6.619
Cl -1.164 8.258 -6.119
Cl 1.473 7.379 -5.276
Cl 0.040 5.894 -7.317
H 0.788 8.107 -7.390
C -3.871 8.707 6.104
Cl -3.054 9.810 4.998
Cl -4.670 7.407 5.220
Cl -2.740 8.056 7.292
H -4.629 9.266 6.636
C -2.328 -10.099 2.180
Cl -2.000 -9.471 3.795
Cl -4.041 -10.474 1.986
Cl -1.787 -8.960 0.947
H -1.768 -11.016 2.057
```

Properties
HOMO energy = -8.54 eV
Charge = 0
E_LUMO = 0.17 eV
Kohn-Sham gap = 8.7 eV

Entry 2:
DFT (wB97M-V/def2-TZVPD) results for a cluster of 2 separate species, C6H8O2 in total at a distorted geometry.

The geometry in XYZ format:
```
16
Properties=species:S:1:pos:R:3
C 2.204 0.563 -1.056
C 2.549 0.609 0.076
C -1.035 1.322 0.915
C -0.744 1.424 -0.619
C -0.671 -0.682 0.072
C -0.798 -2.169 -0.074
O -0.813 -0.086 1.214
O -0.492 0.065 -0.938
H 1.807 0.520 -2.048
H -0.581 1.974 1.570
H -2.085 1.610 1.099
H 0.074 1.959 -0.899
H 2.978 0.598 1.060
H -0.810 -2.459 0.909
H 0.056 -2.736 -0.595
H -1.638 -2.511 -0.686
```

Properties
HOMO energy (spin up / spin down) = -6.26 / -6.26 eV
Charge = 0
Energy above the lowest of the compared OMol25 structures with the same formula, charge and spin = 637.8 kJ/mol
E_LUMO (spin up / spin down) = 0.79 / 0.79 eV
Kohn-Sham gap (spin up / spin down) = 7.0 / 7.0 eV

Entry 3:
DFT (wB97M-V/def2-TZVPD) results for the molecule C5H10FNO at a distorted geometry.

The geometry in XYZ format:
```
18
Properties=species:S:1:pos:R:3
F -0.785 2.153 -1.207
C -0.425 2.055 0.085
C -1.245 0.960 0.800
N -1.331 -0.287 0.082
C -0.358 -1.332 0.390
C 1.069 -1.004 0.135
C 1.666 -1.095 -1.183
O 1.927 -2.108 -0.204
H 0.627 1.764 0.145
H -0.631 3.006 0.638
H -2.276 1.321 0.903
H -0.826 0.845 1.806
H -1.405 -0.166 -0.932
H -0.515 -1.613 1.444
H -0.642 -2.199 -0.233
H 1.604 -0.399 0.860
H 2.512 -0.508 -1.483
H 1.033 -1.396 -2.043
```

Properties
HOMO energy = -8.88 eV
Charge = 0
SMILES = FCCNC[C@@H]1CO1
Energy above the lowest of the compared OMol25 structures with the same formula, charge and spin = 142.5 kJ/mol
E_LUMO = 1.04 eV
Kohn-Sham gap = 9.9 eV

Entry 4:
DFT (wB97M-V/def2-TZVPD) results for a structure of composition C10H15CaF6NO4S.

The geometry in XYZ format:
```
38
Properties=species:S:1:pos:R:3
C -2.734 -3.723 -2.567
C -1.948 -2.506 -2.219
O -2.245 -1.387 -2.496
O -0.781 -2.765 -1.522
C -0.700 -2.092 -0.280
C 0.769 -1.841 0.008
C 1.019 -1.415 1.444
N 0.226 -0.170 1.786
C 0.988 1.129 1.686
C 1.675 1.314 0.347
C 0.666 1.685 -0.751
C 0.546 3.190 -0.977
F -0.779 3.517 -1.030
F 1.081 3.904 0.051
C 1.160 3.685 -2.300
F 0.861 4.954 -2.497
F 0.690 2.961 -3.302
F 2.484 3.551 -2.247
S -0.501 -0.323 3.191
O 0.141 -1.084 4.193
O -0.962 1.016 3.652
F -1.824 -0.999 2.812
H -3.747 -3.415 -2.793
H -2.282 -4.225 -3.419
H -2.716 -4.424 -1.737
H -1.126 -2.719 0.511
H -1.230 -1.142 -0.342
H 1.292 -2.790 -0.115
H 1.192 -1.145 -0.708
H 2.070 -1.184 1.600
H 0.755 -2.240 2.099
H 0.253 1.925 1.767
H 1.677 1.233 2.527
H 2.391 2.116 0.505
H 2.260 0.454 0.044
H 0.948 1.199 -1.680
H -0.331 1.326 -0.505
Ca -1.239 2.428 5.266
```

Properties
HOMO energy = -14.65 eV
Charge = +2
E_LUMO = -9.96 eV
Kohn-Sham gap = 4.7 eV

Entry 5:
DFT (wB97M-V/def2-TZVPD) results for a structure of composition CH6N2O at a distorted geometry.

The geometry in XYZ format:
```
10
Properties=species:S:1:pos:R:3
C -0.582 0.730 0.034
N -1.246 -0.351 0.488
N 0.999 0.102 -0.674
O -0.486 -0.714 1.673
H 1.266 -0.516 0.100
H -1.456 -1.211 -0.020
H 0.945 -0.412 -1.548
H 1.644 0.879 -0.762
H -1.046 1.172 -0.855
H -0.039 0.320 1.564
```

Properties
HOMO energy = -7.77 eV
Charge = 0
Energy above the lowest of the compared OMol25 structures with the same formula, charge and spin = 523.1 kJ/mol
E_LUMO = 0.62 eV
Kohn-Sham gap = 8.4 eV

Entry 6:
DFT (wB97M-V/def2-TZVPD) results for a structure of composition C12H20N8OSV at a distorted geometry.

The geometry in XYZ format:
```
43
Properties=species:S:1:pos:R:3
V 0.365 -0.953 -0.430
N -1.007 -2.574 -4.257
C -0.602 -2.246 -3.042
S -0.269 -0.553 -2.703
N -0.492 -3.196 -2.140
N -0.087 -2.814 -0.931
C 0.042 -3.701 0.007
C 0.585 -3.263 1.272
C 0.859 -4.150 2.304
C 1.480 -3.679 3.451
C 1.821 -2.336 3.522
C 1.505 -1.506 2.459
N 0.880 -1.940 1.363
H -1.065 -1.895 -4.996
H -1.210 -3.538 -4.476
H -0.194 -4.742 -0.186
H 0.602 -5.194 2.191
H 1.708 -4.349 4.268
H 2.331 -1.930 4.384
H 1.767 -0.459 2.497
C 0.736 3.979 -0.574
N 0.525 2.681 0.059
C 1.718 2.049 0.590
C -0.623 1.998 -0.041
N -0.646 0.671 0.108
N -1.759 2.685 -0.294
C -2.879 2.035 -0.958
C -2.046 3.966 0.343
H 1.642 3.933 -1.180
H 0.867 4.763 0.173
H -0.096 4.233 -1.223
H 2.373 2.819 0.993
H 2.271 1.508 -0.187
H 1.445 1.371 1.394
H -1.608 0.332 0.149
H -3.571 1.558 -0.256
H -2.521 1.298 -1.675
H -3.438 2.795 -1.502
H -1.211 4.292 0.955
H -2.923 3.862 0.987
H -2.267 4.734 -0.400
O 3.042 -1.372 -1.140
N 1.947 -1.171 -0.879
```

Properties
HOMO energy (spin up / spin down) = -14.84 / -14.86 eV
Charge = +2
Energy above the lowest of the compared OMol25 structures with the same formula, charge and spin = 128.3 kJ/mol
Spin multiplicity = 4
E_LUMO (spin up / spin down) = -7.74 / -9.19 eV
Kohn-Sham gap (spin up / spin down) = 7.1 / 5.7 eV

Entry 7:
DFT (wB97M-V/def2-TZVPD) results for a cluster of 2 separate species, C3H4ClO3S in total at a distorted geometry.

The geometry in XYZ format:
```
12
Properties=species:S:1:pos:R:3
C 1.983 -1.213 -1.439
C -2.452 0.994 0.600
C -1.417 0.189 0.742
O 1.512 -0.241 -0.747
O 1.162 1.217 1.493
O 3.037 -1.772 -1.234
S 2.259 0.473 0.683
Cl -1.369 -1.401 0.222
H 1.454 -1.565 -2.395
H -2.383 1.967 0.908
H -3.393 0.647 0.201
H -0.394 0.706 0.967
```

Properties
HOMO energy = -2.69 eV
Charge = -1
Energy above the lowest of the compared OMol25 structures with the same formula, charge and spin = 205.2 kJ/mol
E_LUMO = 3.56 eV
Kohn-Sham gap = 6.3 eV

Entry 8:
DFT (wB97M-V/def2-TZVPD) results for the molecule C6H11N at a distorted geometry.

The geometry in XYZ format:
```
18
Properties=species:S:1:pos:R:3
C 0.301 0.302 -2.320
C 1.110 -0.191 -1.121
C 0.695 0.452 0.212
C -0.266 -0.417 1.043
C -0.733 0.273 2.328
C -1.440 -0.806 0.246
N -2.374 -1.074 -0.383
H -0.773 0.134 -2.174
H 0.462 1.377 -2.482
H 0.611 -0.230 -3.228
H 1.012 -1.282 -1.041
H 2.175 0.002 -1.302
H 1.576 0.633 0.838
H 0.231 1.430 0.025
H 0.261 -1.346 1.300
H 0.129 0.562 2.936
H -1.303 1.177 2.091
H -1.370 -0.389 2.919
```

Properties
HOMO energy = -11.15 eV
Charge = 0
SMILES = CCC[C@@H](C)C#N
Energy above the lowest of the compared OMol25 structures with the same formula, charge and spin = 12.6 kJ/mol
E_LUMO = 0.95 eV
Kohn-Sham gap = 12.1 eV

Entry 9:
DFT (wB97M-V/def2-TZVPD) results for a cluster of 3 separate species, C22H47IN3O4 in total at a distorted geometry.

The geometry in XYZ format:
```
77
Properties=species:S:1:pos:R:3
C 0.291 3.703 0.452
C 0.568 2.706 -0.462
C -0.514 1.823 -1.176
I -2.262 3.139 -1.347
C 0.068 1.491 -2.598
O -0.759 1.377 -3.523
O 1.295 1.303 -2.798
N -0.717 0.678 -0.298
O 0.450 0.246 0.309
C -1.525 -0.406 -0.851
C -3.082 -0.259 -0.592
C -3.842 -0.032 -1.963
C -5.111 -0.968 -2.121
C -6.361 -0.129 -1.680
O -6.306 -0.016 -0.247
C -6.139 1.320 0.205
H -0.223 4.650 0.230
H 0.675 3.538 1.483
H 1.629 2.538 -0.745
H 0.962 -0.332 -0.290
H -1.244 -1.321 -0.274
H -1.343 -0.659 -1.918
H -3.496 -1.210 -0.192
H -3.241 0.587 0.102
H -4.217 1.004 -2.064
H -3.169 -0.192 -2.833
H -5.246 -1.113 -3.221
H -5.030 -1.919 -1.562
H -6.358 0.879 -2.145
H -7.316 -0.621 -1.988
H -5.558 1.275 1.155
H -7.104 1.829 0.434
H -5.535 1.953 -0.484
C 5.995 6.713 2.798
C 5.307 5.355 2.803
N 4.614 5.053 1.564
C 3.718 3.907 1.666
C 4.342 2.538 1.951
C 5.417 5.113 0.353
C 6.661 4.223 0.272
H 5.293 7.508 2.538
H 6.394 6.929 3.791
H 6.832 6.745 2.097
H 4.574 5.367 3.615
H 6.047 4.582 3.061
H 3.120 3.837 0.755
H 2.994 4.118 2.460
H 4.850 2.134 1.076
H 3.555 1.827 2.215
H 5.047 2.566 2.785
H 5.735 6.151 0.207
H 4.778 4.906 -0.510
H 7.262 4.263 1.183
H 7.297 4.559 -0.551
H 6.405 3.184 0.071
C 1.193 -5.291 0.279
C -0.288 -4.949 0.360
N -1.049 -5.394 -0.796
C -2.384 -4.817 -0.864
C -3.372 -5.176 0.248
C -0.961 -6.811 -1.111
C -1.371 -7.813 -0.027
H 1.633 -4.916 -0.647
H 1.725 -4.830 1.114
H 1.369 -6.368 0.337
H -0.365 -3.860 0.426
H -0.696 -5.349 1.300
H -2.834 -5.067 -1.830
H -2.275 -3.727 -0.880
H -3.747 -6.195 0.146
H -4.240 -4.514 0.193
H -2.939 -5.060 1.243
H 0.072 -7.030 -1.399
H -1.540 -7.012 -2.016
H -0.949 -7.568 0.949
H -1.009 -8.809 -0.295
H -2.453 -7.885 0.072
```

Properties
HOMO energy = -4.30 eV
Charge = -1
E_LUMO = 2.59 eV
Kohn-Sham gap = 6.9 eV

Entry 10:
DFT (wB97M-V/def2-TZVPD) results for a structure of composition C26H24BN8ORuS.

The geometry in XYZ format:
```
62
Properties=species:S:1:pos:R:3
Ru 0.009 0.097 -0.241
C -0.389 3.146 -3.315
C 0.345 2.115 -2.715
N -0.169 1.805 -1.532
N -1.213 2.633 -1.335
C -1.376 3.439 -2.397
B -2.000 2.606 -0.009
N -1.006 2.671 1.162
C -0.881 3.604 2.122
C 0.149 3.227 2.955
C 0.610 2.017 2.412
N -0.097 1.696 1.335
N -2.782 1.288 0.079
C -4.096 1.072 0.252
C -4.316 -0.288 0.220
C -3.043 -0.841 0.015
N -2.130 0.119 -0.062
H -0.214 3.617 -4.266
H 1.224 1.595 -3.057
H -2.154 4.183 -2.401
H -2.749 3.549 0.038
H -1.538 4.458 2.141
H 0.512 3.744 3.826
H 1.409 1.363 2.723
H -4.772 1.902 0.370
H -5.252 -0.809 0.318
H -2.759 -1.873 -0.087
O 2.743 -0.352 2.164
N 3.495 0.555 1.628
C 4.354 1.221 2.443
C 5.240 2.155 1.980
C 5.260 2.429 0.613
C 4.375 1.767 -0.201
C 3.452 0.819 0.280
S 2.383 0.006 -0.806
H 4.272 0.919 3.476
H 5.903 2.646 2.679
H 5.945 3.158 0.200
H 4.341 1.964 -1.263
N 0.353 -1.483 1.201
C -0.525 -2.582 1.209
C -1.179 -2.933 2.384
C -2.072 -3.992 2.410
C -2.311 -4.707 1.247
C -1.669 -4.336 0.073
C -0.770 -3.269 0.016
C -0.219 -2.823 -1.294
C 0.012 -3.829 -2.243
C 0.308 -3.537 -3.559
C 0.341 -2.202 -3.940
C 0.165 -1.209 -2.990
C -0.063 -1.446 -1.619
H 0.562 -1.100 2.114
H 1.249 -1.658 0.744
H -0.984 -2.357 3.281
H -2.580 -4.250 3.331
H -3.010 -5.534 1.242
H -1.911 -4.855 -0.845
H -0.031 -4.867 -1.930
H 0.500 -4.331 -4.272
H 0.529 -1.933 -4.974
H 0.220 -0.186 -3.328
```

Properties
HOMO energy = -3.80 eV
Charge = -1
Energy above the lowest of the compared OMol25 structures with the same formula, charge and spin = 14.3 kJ/mol
E_LUMO = 2.85 eV
Kohn-Sham gap = 6.6 eV

Entry 11:
DFT (wB97M-V/def2-TZVPD) results for a structure of composition C3H7NO at a distorted geometry.

The geometry in XYZ format:
```
12
Properties=species:S:1:pos:R:3
O -0.498 -0.877 1.600
C -1.081 -0.922 0.332
C -0.120 -0.448 -0.707
C 0.977 1.191 -0.297
N 1.106 -0.326 -0.380
H 0.464 -0.926 1.427
H -1.952 -0.253 0.308
H -1.416 -1.922 0.051
H -0.504 -0.096 -1.685
H 0.347 1.482 0.576
H 0.671 1.772 -1.189
H 2.005 1.325 -0.036
```

Properties
HOMO energy = -8.52 eV
Charge = 0
Energy above the lowest of the compared OMol25 structures with the same formula, charge and spin = 404.9 kJ/mol
E_LUMO = 0.44 eV
Kohn-Sham gap = 9.0 eV

Entry 12:
DFT (wB97M-V/def2-TZVPD) results for a structure of composition C17H23BGeN9ORu.

The geometry in XYZ format:
```
53
Properties=species:S:1:pos:R:3
Ru 0.822 -0.558 -0.918
C -1.861 2.644 -0.942
C -0.672 2.045 -1.333
N -0.526 0.884 -0.693
N -1.611 0.698 0.095
C -2.422 1.762 -0.041
B -1.678 -0.582 0.962
N -0.465 -0.571 1.894
C -0.291 -0.526 3.231
C 1.048 -0.427 3.505
C 1.653 -0.419 2.251
N 0.753 -0.514 1.279
N -1.612 -1.849 0.094
C -2.368 -2.958 0.005
C -1.809 -3.809 -0.925
C -0.675 -3.148 -1.380
N -0.565 -1.975 -0.753
N -3.101 -0.581 1.639
C -3.578 -0.513 2.844
C -5.013 -0.547 2.768
C -5.274 -0.658 1.358
N -4.177 -0.669 0.680
H -2.264 3.583 -1.276
H 0.071 2.375 -2.040
H -3.354 1.830 0.492
H -1.102 -0.579 3.931
H 1.522 -0.375 4.468
H 2.706 -0.345 2.050
H -3.266 -3.075 0.587
H -2.176 -4.770 -1.236
H 0.052 -3.438 -2.121
H -2.980 -0.431 3.733
H -5.711 -0.509 3.590
H -6.234 -0.716 0.866
O -0.751 -0.670 -4.711
C -0.041 -0.652 -3.789
N 0.723 -0.606 -2.855
C 2.644 2.591 0.197
Ge 3.359 1.343 -1.113
C 5.244 0.963 -0.819
C 2.978 1.739 -2.971
C 2.697 -0.569 -0.584
H 3.035 3.586 -0.020
H 2.970 2.318 1.201
H 1.557 2.645 0.186
H 5.823 1.857 -1.054
H 5.585 0.159 -1.470
H 5.439 0.694 0.218
H 3.534 2.634 -3.253
H 1.925 1.907 -3.182
H 3.313 0.914 -3.599
H 3.201 -0.831 0.336
H 2.923 -1.303 -1.384
```

Properties
HOMO energy (spin up / spin down) = -14.54 / -14.54 eV
Charge = +2
Spin multiplicity = 2
E_LUMO (spin up / spin down) = -7.23 / -10.45 eV
Kohn-Sham gap (spin up / spin down) = 7.3 / 4.1 eV